Record 1
The following is a quantum chemistry calculation of a 2-piece molecular cluster, C6H16BrN3O3PS2 overall in a non-equilibrium geometry, from the OMol25 dataset.

```
32
C6H16BrN3O3PS2 the ωB97M-V functional and the def2-TZVPD basis
N 2.00 0.50 1.61
C 0.81 0.98 1.24
N 0.01 1.64 2.09
C -1.06 2.47 1.50
C -1.77 1.84 0.28
P -3.64 1.79 0.34
O -4.03 1.87 1.90
O -4.11 0.34 -0.13
S -4.35 3.17 -0.74
C -1.07 0.55 -0.16
Br -1.57 -1.01 0.94
N 0.37 0.78 -0.03
H 2.32 -0.38 1.22
H 2.65 1.07 2.13
H 0.52 2.11 2.83
H -1.76 2.75 2.28
H -0.59 3.40 1.18
H -1.64 2.57 -0.52
H -3.43 1.45 2.53
H -4.11 -0.34 0.56
H -1.30 0.32 -1.20
H 0.98 0.10 -0.49
C 3.74 -2.77 -2.53
S 2.32 -1.83 -1.99
O 2.62 -1.25 -0.63
C 1.19 -3.16 -1.64
H 4.54 -2.07 -2.73
H 4.03 -3.47 -1.75
H 3.47 -3.29 -3.45
H 1.61 -3.85 -0.91
H 0.89 -3.68 -2.54
H 0.35 -2.61 -1.21
```

E_HOMO: -11.7 eV
Kohn-Sham gap: 0.31358 Eh
Net charge: +1
Electronic energy: -4339.80865 hartree

Record 2
The following is a quantum chemistry calculation of a 2-piece molecular cluster, C3H12N2S overall in a non-equilibrium geometry, from the OMol25 dataset.

```
18
C3H12N2S the ωB97M-V functional and the def2-TZVPD basis
C -1.91 -0.35 -3.47
S -3.28 -1.31 -2.97
C -2.74 -2.03 -1.28
H -1.73 0.46 -2.71
H -2.03 0.17 -4.45
H -1.08 -1.07 -3.92
H -3.08 -1.25 -0.59
H -3.09 -3.05 -0.82
H -1.66 -1.95 -1.37
N 2.05 0.61 3.45
C 2.69 1.48 2.49
N 1.91 1.77 1.36
H 1.45 -0.13 2.94
H 2.61 0.06 4.04
H 2.93 2.43 3.13
H 3.69 1.17 2.36
H 2.31 1.51 0.48
H 0.95 1.46 1.34
```

E_HOMO: -8.5 eV
Kohn-Sham gap: 0.33636 Eh
Structure (SMILES): CSC.NCN
Relative energy (zero: lowest compared OMol25 entry of this formula, charge and spin): 45.5 kcal per mole
Electronic energy: -629.10696 hartree

Record 3
The following is a quantum chemistry calculation of C4H7NO as an isolated structure in a non-equilibrium geometry, from the OMol25 dataset.

```
13
C4H7NO the ωB97M-V functional and the def2-TZVPD basis
O 1.88 0.12 0.86
C 1.14 0.30 -0.32
C 0.24 -0.84 -0.59
C -1.54 -0.54 0.28
C -1.47 0.86 0.39
N -0.89 1.88 0.31
H 2.03 1.00 1.22
H 1.72 0.70 -1.16
H 0.33 1.22 -0.17
H 0.42 -1.76 -0.05
H 0.00 -0.96 -1.65
H -1.55 -1.04 1.26
H -2.31 -0.93 -0.39
```

E_HOMO: -9.5 eV
Kohn-Sham gap: 0.38440 Eh
Relative energy (zero: lowest compared OMol25 entry of this formula, charge and spin): 80.4 kcal per mole
Electronic energy: -286.50351 hartree

Record 4
The following is a quantum chemistry calculation of C45H35BF10InN6O2 as an isolated structure in a non-equilibrium geometry, from the OMol25 dataset.

```
100
C45H35BF10InN6O2 the ωB97M-V functional and the def2-TZVPD basis
In -22.86 0.25 -1.09
C -20.31 -0.02 -6.08
N -20.88 -0.16 -4.61
C -22.11 0.83 -4.66
C -23.47 0.29 -4.18
N -23.99 0.63 -2.90
C -25.25 1.24 -2.93
C -25.53 2.34 -3.75
F -24.58 2.79 -4.65
C -26.74 2.99 -3.66
F -26.90 4.04 -4.53
C -27.71 2.75 -2.71
F -28.75 3.60 -2.61
C -27.42 1.65 -1.83
F -28.22 1.29 -0.82
C -26.30 0.88 -2.05
F -26.20 -0.24 -1.27
C -21.11 -1.69 -4.38
C -21.29 -2.22 -2.93
N -22.54 -2.07 -2.25
C -23.45 -3.05 -2.13
C -23.74 -4.12 -3.11
F -23.29 -4.01 -4.38
C -24.58 -5.16 -2.83
F -25.05 -5.92 -3.84
C -25.17 -5.25 -1.56
F -25.88 -6.38 -1.29
C -25.17 -4.15 -0.69
F -26.00 -4.29 0.40
C -24.40 -3.05 -1.05
F -24.40 -1.99 -0.18
H -21.14 -0.20 -6.84
H -19.45 -0.71 -6.13
H -19.97 1.03 -6.11
H -22.34 1.08 -5.68
H -21.84 1.74 -4.17
H -23.57 -0.81 -4.29
H -24.24 0.51 -5.02
H -20.10 -2.09 -4.68
H -21.93 -2.10 -5.06
H -20.55 -1.68 -2.39
H -20.96 -3.28 -2.94
C -20.24 -1.13 2.56
C -20.72 -0.98 1.24
N -21.96 -0.51 0.99
C -22.86 -0.28 1.97
C -22.46 -0.49 3.31
C -21.16 -1.05 3.58
C -23.28 -0.16 4.39
C -24.36 0.66 4.23
C -24.74 0.99 2.89
C -23.99 0.53 1.81
N -24.38 0.89 0.52
C -24.63 2.26 0.45
C -25.93 2.81 0.58
C -26.14 4.20 0.37
C -25.12 5.03 -0.06
C -23.83 4.52 -0.14
C -22.63 5.26 -0.17
C -21.35 4.75 -0.35
C -21.27 3.36 -0.53
N -22.36 2.59 -0.47
C -23.56 3.10 -0.11
H -19.20 -1.42 2.73
H -20.16 -1.16 0.37
H -20.92 -1.23 4.60
H -22.91 -0.54 5.35
H -25.05 0.97 5.05
H -25.58 1.66 2.61
H -26.77 2.22 0.78
H -27.09 4.65 0.58
H -25.43 6.08 -0.38
H -22.66 6.30 -0.03
H -20.47 5.36 -0.30
H -20.30 2.87 -0.73
C -16.09 3.76 0.87
C -15.53 2.61 0.00
C -15.26 1.41 0.95
C -14.20 2.90 -0.66
C -16.47 2.30 -1.12
C -16.71 3.30 -2.06
C -17.65 3.20 -3.10
C -18.26 2.00 -3.26
O -19.23 1.64 -4.16
B -19.83 0.49 -3.70
O -19.21 0.04 -2.47
C -18.18 1.04 -2.25
C -17.24 1.07 -1.29
H -15.42 4.17 1.64
H -17.01 3.34 1.39
H -16.48 4.58 0.28
H -14.58 1.61 1.80
H -14.86 0.57 0.35
H -16.18 1.04 1.41
H -13.47 3.36 0.01
H -14.28 3.54 -1.52
H -13.78 1.96 -0.95
H -16.19 4.27 -1.94
H -17.57 3.98 -3.90
H -17.33 0.45 -0.39
```

E_HOMO (spin up / spin down): -1.2 / -1.3 eV
Kohn-Sham gap (spin up / spin down): 0.11085 / 0.11608 Eh
Net charge: -1
Relative energy (zero: lowest compared OMol25 entry of this formula, charge and spin): 25.1 kcal per mole
Electronic energy: -3428.30003 hartree

Q: Which value of electronic energy does entry 1 give?
A: -4339.80865 hartree

Q: What is the electronic energy in the second record?
A: -629.10696 hartree